Here is the ion C4H10N3S with charge +1 from the Open Molecules 2025 dataset. Energies are from ωB97M-V/def2-TZVPD.

Values from the calculation:
Relative energy (zero: lowest compared OMol25 entry of this formula, charge and spin): 84.39 kcal/mol
Total charge: +1
Spin multiplicity: 1
Electronic energy: -720.49591 Ha
Gap between HOMO and LUMO: 0.3565 hartree
SMILES: C[N@H+]1C=CN(N)[C@@H]1S

Each line ends with the Mulliken charge.
Geometry (Å):
1 C -1.390 1.495 -0.824  -0.895
2 N -0.409 1.109 0.247  -0.051
3 C -0.876 0.219 1.260  -0.516
4 C -0.381 -1.009 0.982  -0.317
5 N 0.722 -1.134 0.072  0.279
6 N 1.022 -2.219 -0.726  -0.836
7 C 0.964 0.171 -0.461  -0.031
8 S 2.396 0.977 0.068  -0.125
9 H -1.830 0.536 -1.223  0.315
10 H -2.090 2.216 -0.403  0.362
11 H -0.749 1.933 -1.598  0.396
12 H -0.137 1.983 0.627  0.377
13 H -1.269 0.651 2.161  0.410
14 H -0.665 -1.831 1.526  0.549
15 H 0.143 -2.533 -1.283  0.287
16 H 1.268 -3.037 -0.026  0.301
17 H 0.837 0.385 -1.595  0.292
18 H 2.446 0.088 1.196  0.203

---

Here is a cluster of 13 separate species, C53H79N11O6 in total from the Open Molecules 2025 dataset. Energies are from ωB97M-V/def2-TZVPD.

Values from the calculation:
⟨S²⟩: 0.762
Total charge: -1
Spin multiplicity: 2
Electronic energy: -3120.55972 Ha
Gap between HOMO and LUMO (alpha / beta): 0.0656 / 0.2305 hartree

Each line ends with the Mulliken charge.
Geometry (Å):
1 N 16.020 6.597 -8.400  -0.661
2 C 16.327 5.359 -7.938  -0.746
3 C 17.454 4.684 -8.350  0.616
4 C 18.349 5.335 -9.202  -0.503
5 C 18.103 6.667 -9.666  -0.636
6 C 16.882 7.210 -9.275  -0.700
7 H 15.519 4.841 -7.444  0.709
8 H 17.713 3.669 -8.091  0.091
9 H 19.292 4.832 -9.359  0.105
10 H 18.808 7.173 -10.309  0.382
11 H 16.620 8.210 -9.587  0.353
12 N 15.795 0.195 -2.103  -0.015
13 C 14.459 0.309 -2.048  -0.646
14 C 13.820 1.556 -1.876  -0.578
15 C 14.589 2.660 -1.770  -0.076
16 C 15.964 2.570 -1.831  -0.804
17 C 16.579 1.291 -2.039  -0.338
18 H 13.871 -0.582 -2.208  0.444
19 H 12.754 1.731 -1.890  0.562
20 H 14.110 3.597 -1.527  0.424
21 H 16.622 3.413 -1.681  0.455
22 H 17.643 1.117 -2.098  0.527
23 N 17.372 0.572 -14.190  -0.685
24 C 16.580 0.272 -13.143  -0.626
25 C 16.609 1.046 -11.962  0.646
26 C 17.488 2.122 -11.844  -0.602
27 C 18.283 2.454 -12.941  -0.579
28 C 18.198 1.652 -14.105  -0.389
29 H 15.929 -0.584 -13.245  0.506
30 H 15.943 0.665 -11.202  -0.086
31 H 17.506 2.750 -10.965  0.842
32 H 18.981 3.278 -12.920  0.482
33 H 18.779 1.825 -14.999  0.392
34 C 12.432 2.056 -8.915  0.401
35 C 13.843 2.589 -9.201  0.957
36 O 13.902 2.451 -10.622  -0.320
37 C 12.875 1.750 -11.139  0.646
38 O 12.716 1.452 -12.330  -0.653
39 O 11.986 1.595 -10.213  -0.387
40 H 11.741 2.846 -8.617  -0.002
41 H 12.431 1.221 -8.215  -0.182
42 H 14.583 2.000 -8.659  -0.492
43 H 13.984 3.644 -8.966  -0.001
44 C 17.242 1.436 -5.963  0.032
45 C 17.533 0.001 -5.624  1.100
46 O 17.002 -0.707 -6.713  -0.193
47 C 16.771 0.131 -7.757  -0.006
48 O 16.496 -0.169 -8.890  -0.448
49 O 16.893 1.392 -7.374  0.588
50 H 18.084 2.081 -5.712  -0.025
51 H 16.374 1.782 -5.402  -0.033
52 H 17.101 -0.200 -4.644  -0.872
53 H 18.623 -0.031 -5.615  -0.174
54 C 18.277 -2.127 -3.215  -0.039
55 C 18.525 -2.876 -1.874  -0.676
56 C 18.082 -2.275 -0.581  -0.337
57 C 18.923 -1.081 -0.269  0.247
58 N 19.582 -0.185 -0.090  -0.518
59 H 17.196 -1.987 -3.227  0.071
60 H 18.569 -2.711 -4.088  0.555
61 H 18.771 -1.155 -3.194  -0.251
62 H 19.600 -3.042 -1.801  -0.006
63 H 18.036 -3.850 -1.877  0.457
64 H 18.143 -3.006 0.225  0.392
65 H 17.048 -1.931 -0.617  0.157
66 C 20.960 2.899 -7.450  -0.771
67 C 21.138 1.407 -7.708  0.298
68 C 21.539 0.996 -9.117  0.110
69 C 22.933 1.407 -9.385  0.083
70 N 24.072 1.651 -9.597  -0.550
71 H 21.875 3.488 -7.509  0.489
72 H 20.480 3.074 -6.488  0.196
73 H 20.320 3.235 -8.266  -0.084
74 H 20.197 0.942 -7.416  -0.467
75 H 21.898 0.937 -7.084  0.398
76 H 20.912 1.535 -9.827  0.154
77 H 21.424 -0.059 -9.364  0.142
78 C 21.952 -2.532 -3.845  -0.739
79 C 22.965 -1.587 -3.209  -0.527
80 C 22.333 -0.463 -2.449  -0.413
81 C 21.334 0.296 -3.257  0.290
82 N 20.535 0.925 -3.879  -0.422
83 H 21.556 -3.183 -3.066  0.191
84 H 22.515 -3.081 -4.600  0.387
85 H 21.187 -1.989 -4.401  0.067
86 H 23.667 -1.302 -3.993  0.330
87 H 23.431 -2.259 -2.488  0.279
88 H 23.107 0.181 -2.032  0.404
89 H 21.919 -0.814 -1.504  0.190
90 C 15.249 5.694 -4.189  -0.598
91 C 16.117 6.912 -3.708  -0.738
92 C 17.410 7.049 -4.512  -0.516
93 C 18.256 5.798 -4.749  0.217
94 N 18.848 4.830 -4.897  -0.441
95 H 14.352 5.554 -3.585  0.398
96 H 15.834 4.775 -4.163  0.056
97 H 14.967 5.887 -5.224  0.215
98 H 16.371 6.742 -2.661  0.326
99 H 15.470 7.789 -3.689  0.384
100 H 18.064 7.847 -4.160  0.430
101 H 17.150 7.386 -5.515  0.213
102 C 13.110 -1.973 -9.444  -1.063
103 C 13.586 -1.684 -10.875  0.904
104 C 14.182 -2.909 -11.570  -0.607
105 C 15.014 -3.761 -10.737  0.313
106 N 15.710 -4.447 -10.045  -0.651
107 H 13.961 -2.116 -8.778  -0.018
108 H 12.569 -2.918 -9.507  0.397
109 H 12.618 -1.145 -8.934  0.283
110 H 14.359 -0.929 -10.735  -0.727
111 H 12.729 -1.374 -11.473  0.480
112 H 14.720 -2.598 -12.466  0.303
113 H 13.305 -3.471 -11.891  0.433
114 C 14.163 -4.540 -6.720  -1.567
115 C 14.843 -3.322 -6.147  0.459
116 C 13.957 -2.458 -5.198  0.643
117 C 12.707 -1.872 -5.773  0.083
118 N 11.742 -1.365 -6.201  -0.613
119 H 13.976 -5.299 -5.959  0.414
120 H 14.787 -4.937 -7.521  0.387
121 H 13.250 -4.308 -7.268  0.268
122 H 15.269 -2.692 -6.928  -0.400
123 H 15.719 -3.654 -5.591  0.420
124 H 14.542 -1.682 -4.703  -0.512
125 H 13.596 -3.064 -4.367  0.451
126 C 18.957 -1.767 -10.960  -0.562
127 C 18.783 -2.538 -12.236  -0.169
128 C 19.291 -3.987 -12.005  -0.485
129 C 20.606 -4.049 -11.307  0.249
130 N 21.601 -4.130 -10.732  -0.505
131 H 18.558 -0.753 -10.954  0.037
132 H 20.006 -1.626 -10.701  0.238
133 H 18.407 -2.307 -10.189  0.198
134 H 19.252 -2.045 -13.088  0.400
135 H 17.713 -2.500 -12.441  -0.008
136 H 19.386 -4.511 -12.956  0.432
137 H 18.641 -4.528 -11.317  0.177
138 C 11.617 4.485 -5.204  -1.079
139 C 11.154 3.324 -4.252  -0.415
140 C 11.407 1.907 -4.784  -0.506
141 C 12.754 1.771 -5.365  0.036
142 N 13.829 1.629 -5.802  -0.108
143 H 12.697 4.562 -5.333  0.075
144 H 11.420 5.480 -4.807  0.417
145 H 11.136 4.444 -6.182  0.334
146 H 10.082 3.517 -4.222  0.350
147 H 11.563 3.507 -3.259  0.215
148 H 10.792 1.706 -5.661  0.411
149 H 11.296 1.135 -4.022  0.353

---

Here is a structure of composition C15H23N5O4RuS from the Open Molecules 2025 dataset. Energies are from ωB97M-V/def2-TZVPD.

Values from the calculation:
Total charge: +2
Spin multiplicity: 1
Electronic energy: -1652.62784 Ha
Gap between HOMO and LUMO: 0.2722 hartree

Each line ends with the Mulliken charge.
Geometry (Å):
1 Ru 0.275 -0.039 0.728  -0.599
2 C 0.834 -4.215 -0.325  -1.953
3 C 0.347 -2.823 -0.119  0.735
4 N 1.104 -1.791 -0.024  0.749
5 C 2.576 -1.821 -0.080  -0.683
6 C 3.163 -0.816 0.906  -1.048
7 N 2.396 0.475 1.024  0.014
8 C 2.931 1.559 0.187  -0.827
9 C 2.460 1.240 -1.211  -0.719
10 N 0.984 1.093 -1.079  -0.007
11 C 0.341 2.452 -1.206  -0.743
12 C -0.666 2.594 -0.083  -0.748
13 N -1.131 1.218 0.071  0.780
14 C -2.367 0.868 0.037  0.627
15 C -3.522 1.800 -0.077  -1.913
16 C -2.488 -0.599 0.038  0.932
17 C -3.620 -1.384 0.075  -0.830
18 C -3.452 -2.764 0.073  -0.946
19 C -2.176 -3.310 -0.013  -0.792
20 C -1.096 -2.456 -0.057  0.826
21 N -1.259 -1.124 -0.027  0.187
22 H 1.553 -4.247 -1.144  0.455
23 H 0.022 -4.897 -0.555  0.459
24 H 1.335 -4.565 0.581  0.415
25 H 2.868 -1.629 -1.112  0.279
26 H 2.950 -2.811 0.180  0.668
27 H 4.188 -0.585 0.615  0.399
28 H 3.189 -1.245 1.903  0.525
29 H 2.422 0.730 2.011  0.454
30 H 4.015 1.642 0.264  0.447
31 H 2.503 2.495 0.547  0.451
32 H 2.880 0.318 -1.601  0.214
33 H 2.717 2.029 -1.916  0.546
34 H 0.623 0.473 -1.796  0.278
35 H -0.118 2.519 -2.192  0.391
36 H 1.102 3.226 -1.150  0.448
37 H -1.468 3.286 -0.320  0.593
38 H -0.215 2.906 0.855  0.171
39 H -3.628 2.354 0.858  0.398
40 H -4.446 1.260 -0.267  0.446
41 H -3.379 2.516 -0.885  0.445
42 H -4.605 -0.944 0.121  0.427
43 H -4.315 -3.414 0.131  0.482
44 H -2.034 -4.381 -0.029  0.406
45 O 1.237 -0.583 2.969  -0.545
46 S -0.133 -0.034 3.208  1.044
47 O -0.570 0.193 4.524  -0.561
48 O -0.948 -0.942 2.297  -0.292
49 O -0.177 1.238 2.303  -0.482

---

Here is a structure of composition C24H43BiClP2 from the Open Molecules 2025 dataset. Energies are from ωB97M-V/def2-TZVPD.

Values from the calculation:
Relative energy (zero: lowest compared OMol25 entry of this formula, charge and spin): 172.40 kcal/mol
Total charge: +1
Spin multiplicity: 1
Electronic energy: -2297.10836 Ha
Gap between HOMO and LUMO (alpha / beta): 0.1967 / 0.1998 hartree

Each line ends with the Mulliken charge.
Geometry (Å):
1 Bi -0.058 0.196 -2.282  0.999
2 C -0.870 -2.343 1.525  0.583
3 C 0.432 -2.683 1.085  0.518
4 C 0.618 -1.011 2.645  0.377
5 C -0.757 -1.302 2.484  0.567
6 C 1.352 -1.858 1.770  0.512
7 C -2.123 -2.980 1.093  -1.747
8 H -2.054 -3.333 0.060  0.360
9 H -2.961 -2.280 1.159  0.413
10 H -2.363 -3.850 1.719  0.297
11 C -1.851 -0.654 3.225  -1.385
12 H -2.819 -1.043 2.907  0.338
13 H -1.866 0.428 3.068  0.311
14 H -1.755 -0.826 4.303  0.366
15 C 1.179 0.002 3.563  -1.418
16 H 1.203 -0.355 4.607  0.323
17 H 0.574 0.922 3.548  0.306
18 H 2.207 0.264 3.280  0.377
19 C 2.819 -1.860 1.602  -1.648
20 H 3.319 -2.551 2.300  0.279
21 H 3.225 -0.855 1.780  0.411
22 H 3.092 -2.165 0.584  0.332
23 C 0.780 -3.715 0.098  -1.452
24 H 1.053 -4.662 0.575  0.314
25 H 1.629 -3.403 -0.512  0.351
26 H -0.058 -3.917 -0.569  0.362
27 C -1.452 1.949 -5.937  -1.381
28 C -1.910 0.592 -5.759  1.361
29 C -1.336 -0.545 -6.665  -1.209
30 C 0.176 -0.568 -6.928  -1.043
31 C 1.060 -0.061 -5.808  0.272
32 C 1.642 1.161 -5.947  -1.139
33 C 1.051 2.427 -6.526  -0.892
34 C -0.447 2.318 -6.949  -0.946
35 H -1.742 -0.444 -7.689  0.448
36 H 0.446 0.028 -7.830  0.401
37 H -1.694 -1.516 -6.296  0.525
38 H -0.544 1.621 -7.798  0.253
39 H -2.007 2.749 -5.410  0.473
40 H -3.021 0.395 -5.753  0.397
41 H -0.718 3.330 -7.298  0.564
42 H 1.198 3.226 -5.758  -0.047
43 H 2.626 1.454 -5.554  0.697
44 H 1.585 2.756 -7.430  0.492
45 H 0.491 -1.595 -7.205  0.417
46 H 1.387 -0.809 -5.071  0.762
47 P -2.082 0.877 -4.078  0.550
48 C -3.483 1.810 -3.371  -1.282
49 C -2.011 -0.953 -3.785  -1.997
50 P 1.749 2.262 -2.807  0.296
51 C 0.168 2.208 -3.590  0.679
52 C 2.662 0.646 -3.248  -1.055
53 C 2.593 3.757 -3.489  -1.284
54 H -3.342 2.297 -2.379  0.286
55 H -4.320 1.102 -3.284  0.396
56 H -3.775 2.606 -4.072  0.463
57 H -1.183 -1.323 -4.430  0.479
58 H -3.005 -1.229 -4.150  0.536
59 H -1.884 -1.438 -2.787  0.543
60 H 2.515 3.982 -4.568  0.364
61 H 3.651 3.663 -3.207  0.394
62 H 2.154 4.594 -2.919  0.357
63 H -0.329 3.223 -3.599  0.540
64 H 0.373 1.908 -4.606  -1.353
65 H 3.349 0.476 -2.406  0.393
66 H 3.248 0.644 -4.175  0.398
67 H 2.001 -0.246 -3.305  0.065
68 Cl -1.793 1.271 0.534  -0.156
69 C -0.401 1.665 -0.401  -0.938
70 H 0.477 1.557 0.231  0.469
71 H -0.521 2.734 -0.729  0.406

---

Here is an isolated molecule of C4H8O3 from the Open Molecules 2025 dataset. Energies are from ωB97M-V/def2-TZVPD.

Values from the calculation:
Relative energy (zero: lowest compared OMol25 entry of this formula, charge and spin): 36.89 kcal/mol
Total charge: 0
Spin multiplicity: 1
Electronic energy: -382.90603 Ha
Gap between HOMO and LUMO: 0.4042 hartree
SMILES: C[C@@H](O)[C@@H](O)C=O

Each line ends with the Mulliken charge.
Geometry (Å):
1 C -1.129 0.381 -1.307  -1.405
2 C 0.316 0.135 -0.901  0.416
3 O 0.992 1.368 -0.929  -0.555
4 C 0.431 -0.558 0.472  0.074
5 O 1.728 -0.542 0.982  -0.622
6 C -0.471 -0.235 1.635  0.020
7 O -0.007 -0.323 2.756  -0.545
8 H -1.171 0.777 -2.325  0.346
9 H -1.714 -0.545 -1.276  0.364
10 H -1.589 1.121 -0.644  0.355
11 H 0.772 -0.560 -1.628  0.245
12 H 1.859 1.208 -0.527  0.361
13 H 0.030 -1.584 0.323  0.201
14 H 1.537 -0.515 1.956  0.377
15 H -1.549 -0.128 1.469  0.367

---

Here is a structure of composition C9H21F3N3O3Pt from the Open Molecules 2025 dataset. Energies are from ωB97M-V/def2-TZVPD.

Values from the calculation:
⟨S²⟩: 2.003
Relative energy (zero: lowest compared OMol25 entry of this formula, charge and spin): 4.92 kcal/mol
Total charge: -1
Spin multiplicity: 3
Electronic energy: -1164.36256 Ha
Gap between HOMO and LUMO (alpha / beta): 0.1798 / 0.2116 hartree

Each line ends with the Mulliken charge.
Geometry (Å):
1 Pt -0.031 0.756 1.562  2.176
2 F -1.733 -0.384 2.245  -0.885
3 F 1.303 1.881 0.303  -0.880
4 F 0.365 2.015 3.262  -0.810
5 C 0.484 -0.498 -1.350  0.236
6 O -0.264 -0.516 -0.412  -0.934
7 N 0.596 -1.434 -2.312  0.212
8 C 1.660 -1.411 -3.297  -1.001
9 C -0.242 -2.606 -2.379  -1.042
10 H 1.253 0.282 -1.443  0.226
11 H 1.354 -1.777 -4.273  0.317
12 H 2.546 -1.953 -2.957  0.312
13 H 1.974 -0.370 -3.411  0.348
14 H -0.743 -2.687 -3.345  0.360
15 H 0.277 -3.564 -2.241  0.324
16 H -0.963 -2.598 -1.559  0.325
17 C -2.647 3.057 0.360  0.119
18 O -1.755 2.538 0.983  -0.569
19 N -2.539 4.290 -0.193  0.134
20 C -3.637 4.895 -0.922  -0.860
21 C -1.316 5.060 -0.122  -0.914
22 H -3.627 2.591 0.157  0.272
23 H -4.562 4.330 -0.831  0.272
24 H -3.417 4.823 -2.001  0.319
25 H -3.696 5.943 -0.631  0.272
26 H -1.495 6.045 0.319  0.278
27 H -0.518 4.564 0.422  0.313
28 H -1.014 5.218 -1.165  0.310
29 C 1.813 -1.829 2.659  -0.030
30 O 1.422 -0.905 1.978  -0.724
31 N 1.736 -3.105 2.250  0.200
32 C 2.494 -4.151 2.908  -0.879
33 C 1.210 -3.360 0.906  -0.909
34 H 2.225 -1.701 3.668  0.307
35 H 2.058 -5.120 2.672  0.255
36 H 2.585 -4.046 3.987  0.303
37 H 3.516 -4.142 2.499  0.354
38 H 1.965 -2.935 0.235  0.308
39 H 1.064 -4.415 0.700  0.308
40 H 0.300 -2.779 0.769  0.278

---

Max |F| in Eh/bohr, matching the order above: 0.071 0.105 0.065 0.145 0.017 0.039